Computed, not measured: a 13-piece molecular cluster, C55H72F24O33 overall, with the ωB97M-V functional and the def2-TZVPD basis.

Geometry as XYZ:
```
184
Properties=species:S:1:pos:R:3:forces:R:3
C -13.729410 22.755170 -4.544830 0.0093 -0.0924 -0.3239
C -12.514310 21.827690 -4.770410 -0.2043 1.0395 -0.2008
C -12.323700 20.627670 -3.845580 0.0038 1.4002 2.0856
O -12.069620 19.541180 -4.671420 0.2962 -1.3375 0.3101
C -12.314950 19.875760 -5.913150 -0.8310 -0.0212 -1.7450
O -12.319530 19.123240 -6.853280 0.1758 0.0728 0.2783
O -12.632700 21.168960 -6.001530 -0.4663 -0.8326 -1.8859
H -14.292140 23.008780 -5.443220 0.7407 -0.2584 -0.6712
H -13.396290 23.730140 -4.189070 -0.1779 -0.2576 0.6613
H -14.552010 22.288270 -4.003140 0.3999 0.0787 0.7878
H -11.611420 22.414640 -4.938870 0.0855 0.2924 0.7966
H -13.232110 20.507320 -3.255320 -0.1075 -0.4468 -0.0773
H -11.489160 20.692630 -3.147420 -0.0394 0.3118 -0.0407
C -9.614380 23.864090 -7.009810 -1.0998 0.6138 0.0928
C -9.505070 22.393760 -7.099180 -2.1181 1.2308 -0.1616
C -10.159000 21.741550 -8.338400 0.5396 0.8889 0.2791
O -9.108620 20.892440 -8.724240 -0.1874 -2.2465 -0.7696
C -8.046970 21.008130 -7.904130 0.9626 -3.0720 -1.7328
O -7.138160 20.222220 -7.860300 -0.5173 0.7980 -0.2605
O -8.179640 22.092000 -7.242750 2.0313 1.4786 2.4407
H -9.451910 24.328880 -7.982260 0.3725 0.2137 0.1746
H -8.968300 24.216000 -6.205550 0.0698 0.2790 -0.2884
H -10.652300 24.046770 -6.731490 -0.0600 0.4419 0.0370
H -9.916070 22.040600 -6.153430 0.2278 -0.8268 0.0509
H -10.258440 22.436780 -9.171990 -0.4527 0.3147 0.1586
H -11.098340 21.227970 -8.133520 0.2253 -0.1466 -0.0665
C -12.729430 20.166300 -10.450160 -0.2097 0.0771 -0.1703
C -13.785110 19.204830 -11.071300 3.0724 0.0900 0.7322
C -13.615960 17.789790 -10.574360 3.6350 -2.0437 -2.6447
O -14.822330 17.328690 -10.131100 -1.7383 -2.1096 1.2272
C -15.652270 18.305490 -10.100970 -3.4495 1.6609 1.8153
O -16.820090 18.265000 -9.654550 3.2488 0.3414 -1.2479
O -14.981590 19.408510 -10.483780 -5.2563 2.5878 1.1303
H -13.156100 21.139300 -10.206580 -0.3330 0.0836 -0.2628
H -11.878490 20.359430 -11.103390 -0.0816 -0.2329 -0.1388
H -12.338060 19.800310 -9.500970 -0.0985 -0.3292 -0.0293
H -13.854770 19.348830 -12.149500 0.0480 -0.2755 -0.0077
H -12.862480 17.660330 -9.797440 0.0404 0.1236 -0.0845
H -13.459300 17.121410 -11.421020 1.1632 0.0243 0.0488
C -12.785060 12.147040 -12.262440 0.5009 1.9129 -0.7462
C -13.084850 13.401660 -11.346420 -1.8538 -1.6261 -1.6751
C -14.615050 13.612510 -11.367480 -0.5991 0.9576 -1.9141
O -15.096260 13.297140 -10.114280 0.5552 -0.8831 4.0540
C -14.067130 12.911190 -9.294270 1.4527 -0.8486 -0.2141
O -14.092690 12.574420 -8.111230 -0.5316 1.3294 -2.8099
O -12.899550 12.882090 -10.077210 -1.0840 -0.0997 4.1408
H -13.003440 12.319690 -13.316290 -0.1523 0.4654 -0.0747
H -13.466500 11.342000 -11.987380 0.4116 -0.0542 0.4667
H -11.721010 11.910580 -12.261450 -0.1677 -0.3942 0.4625
H -12.614430 14.382570 -11.414240 0.6541 -0.5104 -0.6517
H -15.170870 12.946050 -12.027030 0.3851 0.1076 -0.5239
H -14.947590 14.634910 -11.546910 0.3757 0.0232 -0.4005
C -11.590340 15.503850 -4.842010 -0.2919 0.0468 -1.0651
C -11.147470 14.989580 -6.244030 0.1423 -0.0059 -0.4545
C -11.864010 15.514610 -7.506920 -0.2127 1.0314 1.5606
O -10.805960 15.674260 -8.452640 -2.2331 -0.2089 -1.6002
C -9.603840 15.615640 -7.923990 0.4607 -0.2317 1.5192
O -8.571720 15.796170 -8.504270 -1.2547 -0.3068 1.2761
O -9.818550 15.325370 -6.563430 2.3378 0.2260 -0.1475
H -11.476960 16.585200 -4.765010 -0.1491 0.0733 -0.2968
H -11.160820 15.110050 -3.920850 0.5489 -0.5373 -0.5707
H -12.644830 15.232830 -4.790120 -0.2857 0.2441 0.1034
H -11.287310 13.917200 -6.380230 0.3920 -0.4469 0.8194
H -12.306940 16.488120 -7.296670 0.0554 0.3495 -0.2279
H -12.674610 14.823190 -7.737020 0.4414 -0.1453 -0.9387
C -18.287490 15.812980 -7.299790 -0.4787 0.4862 0.2333
C -17.040810 14.987170 -7.137470 -0.2346 0.8502 -3.1998
C -15.735580 15.763560 -7.060600 -0.3328 0.8677 -1.7101
O -15.096020 15.222650 -5.948010 1.5480 -1.8222 2.8895
C -15.822850 14.300650 -5.405980 -3.5584 3.4767 -4.1704
O -15.501130 13.723880 -4.388050 0.8805 -1.9969 2.5481
O -17.070940 14.229990 -5.947330 2.3034 -1.4388 2.9492
H -18.390210 16.511290 -6.469190 -0.4127 -0.3729 0.4327
H -19.145120 15.171620 -7.502860 -0.0751 0.0460 0.6840
H -18.317780 16.502310 -8.143590 0.9702 -0.2861 -0.4462
H -16.997920 14.276410 -7.962750 0.1544 -0.1439 0.0363
H -15.860930 16.834560 -6.901430 0.0192 -0.0411 -0.0522
H -15.016290 15.548340 -7.850790 -0.5313 0.3512 -0.5026
C -16.972270 22.528680 -9.205010 0.2471 0.4125 1.1488
C -17.163610 21.390210 -8.179050 -0.5024 -0.3800 -3.0323
C -15.948510 20.697940 -7.566340 -0.4094 -0.6478 -1.9241
O -15.930320 21.239020 -6.317990 -0.2511 1.2768 2.8703
C -17.149920 21.793600 -6.008550 -0.4992 1.2687 2.3166
O -17.483630 22.166840 -4.894970 1.0393 -1.0049 -2.2535
O -17.917830 21.944200 -7.105840 1.0300 -0.9033 0.8425
H -17.952170 22.899730 -9.505360 -0.0279 -0.3943 -0.4228
H -16.286690 22.357680 -10.034980 -0.2881 -0.4173 0.0206
H -16.576040 23.384810 -8.658980 0.3740 0.0470 0.0963
H -17.749540 20.598630 -8.646160 -0.2912 0.1046 -0.0140
H -15.036430 20.794370 -8.155340 0.1593 0.7616 0.3341
H -16.071180 19.618180 -7.481570 -0.4372 -0.1854 -0.0474
C -20.428440 18.699360 -8.573520 -0.1030 -0.8083 -0.3925
C -21.714350 18.849750 -9.433390 2.0439 1.1248 -0.5752
C -21.691150 20.219140 -10.149220 -2.0437 1.0305 3.0693
O -22.136490 19.977750 -11.432270 0.2492 0.2614 -1.7121
C -21.910140 18.705300 -11.713170 -0.5275 -2.3963 -2.6870
O -22.018640 18.129850 -12.791250 0.3604 1.7518 2.3048
O -21.584430 18.048560 -10.595520 0.5023 -1.8202 0.1248
H -19.569900 18.956590 -9.193880 -0.0589 0.3919 -0.1754
H -20.199170 17.662050 -8.329520 -0.5750 -0.2157 0.1574
H -20.346220 19.261330 -7.643180 -0.5162 0.2317 -0.1509
H -22.691780 18.632120 -9.002830 0.2871 0.0043 0.4397
H -20.786910 20.820550 -10.055590 0.1909 -0.3680 -0.3902
H -22.517630 20.739480 -9.665210 0.3093 0.8196 0.0000
C -14.279360 27.629400 -9.598360 -0.9384 -0.7355 -0.0327
C -13.212190 26.569370 -9.408480 0.4059 0.0923 -0.1265
C -12.535980 26.483590 -8.019460 -0.5417 0.3204 -0.8930
O -12.671200 25.103710 -7.704590 0.5078 -0.0021 1.6148
C -13.389930 24.399910 -8.571810 -0.0431 -1.7288 -0.3275
O -13.599510 23.188260 -8.427030 0.1604 3.4566 -0.8708
O -13.742970 25.222090 -9.596770 -0.2618 -0.3810 0.2072
H -13.903530 28.631450 -9.391600 -0.0718 -0.1231 0.1544
H -15.173430 27.371040 -9.030920 0.2301 0.2987 0.8414
H -14.748010 27.621300 -10.582430 0.7485 0.0039 -0.4687
H -12.418680 26.761120 -10.130750 -0.0934 -0.4804 -0.3479
H -13.020910 27.155950 -7.311720 -0.2094 -0.4685 0.3428
H -11.482300 26.760390 -8.054510 -0.0074 -0.2681 -0.0260
C -15.950950 14.739990 -16.341740 -0.8435 0.2719 1.0327
C -14.483390 14.648460 -16.083350 -0.0310 -0.3987 -0.3576
C -13.664260 15.701380 -16.688270 1.8053 1.0911 -1.6343
O -12.852900 16.195320 -15.615150 1.7929 2.2843 -1.7425
C -13.221750 15.737570 -14.469520 -0.1466 -0.0562 1.8032
O -12.822480 16.016470 -13.354270 -0.2832 -0.1585 -1.4587
O -14.179300 14.876670 -14.706760 -2.4374 -2.7005 1.6436
H -16.433210 14.031990 -15.667750 -0.2521 -0.1398 -0.2173
H -16.309280 14.588980 -17.360020 0.5114 -0.2385 -0.0321
H -16.302060 15.723810 -16.030430 -0.0061 0.1149 -0.0207
H -14.082960 13.704060 -16.451940 -0.0932 -0.4205 0.7259
H -14.189910 16.507360 -17.200310 -0.1405 0.2153 0.4584
H -12.969060 15.284070 -17.416730 0.0172 0.1357 -0.0665
C -8.734270 19.155550 -13.246120 -0.3692 0.2014 0.6793
C -9.064480 17.632980 -13.031670 1.2990 2.0883 -1.0936
C -9.494510 17.433950 -11.557340 2.3475 -0.8695 1.0267
F -10.558050 18.128470 -11.162850 -1.7637 0.2295 -0.7318
F -9.625220 16.114050 -11.353860 -1.1391 -0.7676 -0.2515
F -10.012140 17.338140 -13.949740 -0.6119 -0.0318 0.4859
F -8.018220 16.831750 -13.355210 -0.1148 0.1421 0.8131
O -7.764790 19.635310 -12.290880 1.0423 -0.7706 -1.3927
C -7.737770 21.003620 -12.220740 -0.4587 -1.4142 2.0732
C -6.588580 21.411970 -11.309210 -0.2187 -3.1399 1.5644
F -5.447140 20.917400 -11.775520 1.1245 -0.5311 -1.0186
F -6.402910 22.668950 -11.088380 -0.4445 2.9250 -0.1714
F -7.746950 21.700210 -13.319570 0.0085 0.3926 -1.9718
F -8.905410 21.219740 -11.590990 -1.3638 2.1122 0.8033
H -9.711660 19.594360 -13.045470 -0.0860 0.3156 0.1642
H -8.418400 19.581570 -14.198400 -0.0953 -1.2316 -0.5066
H -8.767680 17.717780 -10.796250 0.9099 0.3300 -0.7576
H -6.778180 20.908070 -10.361450 -0.1561 -0.0727 0.2503
C -13.661460 22.053930 -16.095100 -1.5572 0.3320 0.2524
C -14.220700 22.795620 -17.357500 0.1899 -2.1993 1.3310
C -15.106820 23.981830 -17.039390 0.4666 1.7233 3.4826
F -15.326360 24.936460 -17.930570 0.0382 -0.3251 -1.3876
F -16.283540 23.571870 -16.505900 -0.9823 -1.0836 -0.8493
F -13.144320 23.042030 -18.078340 0.5789 1.1758 -1.3603
F -14.990990 21.890650 -17.987910 -0.2733 -0.6268 -0.8800
O -13.003370 23.043160 -15.301160 -0.0469 -0.1374 2.7242
C -13.239490 22.942170 -13.881000 1.4682 0.0009 -1.3060
C -12.409650 24.101300 -13.075830 -1.0092 -0.7559 -2.0651
F -12.496510 23.962390 -11.738300 0.0858 -0.2799 -0.7118
F -11.140860 24.035430 -13.504300 0.4292 -0.3949 0.5069
F -14.545850 23.029870 -13.636580 -0.3529 0.2883 0.2889
F -12.856910 21.700230 -13.458680 -0.0186 0.5467 -0.0052
H -13.052080 21.178010 -16.317620 0.6512 0.5906 -0.6622
H -14.504750 21.550790 -15.622020 -0.3254 0.6141 0.5373
H -14.735700 24.472410 -16.139560 1.1282 0.2996 -0.3420
H -12.771870 25.070550 -13.418560 -0.4261 0.0847 0.4204
C -18.801940 16.765330 -11.929160 -1.1880 0.7761 -0.2927
C -18.152200 15.424550 -11.747370 -0.5179 1.3150 -0.5977
C -19.105810 14.425050 -11.052690 1.4094 -2.8064 0.7595
F -19.599320 14.808980 -9.833510 -0.3257 1.0002 -0.8152
F -20.063940 13.930710 -11.852390 -0.6350 1.2004 -0.2332
F -17.704610 14.881460 -12.910890 -0.2963 -0.3502 0.4012
F -17.055030 15.656130 -10.993150 0.2316 -0.7878 0.6657
O -17.931380 17.836170 -12.314700 1.0597 -0.0410 -2.4026
C -17.833560 18.105090 -13.749830 -1.1305 -0.2237 1.3365
C -16.545190 18.935450 -14.085330 -1.1621 3.3641 1.1214
F -15.413880 18.352240 -13.753690 0.9832 -1.8443 -0.3752
F -16.447050 19.476340 -15.363110 -0.5354 -1.5668 0.9128
F -17.822820 17.003810 -14.490170 -0.0367 -0.6696 -0.0673
F -18.984340 18.769940 -14.067900 1.1856 0.0092 -0.1242
H -19.241980 16.999820 -10.959890 0.5082 0.4307 0.2286
H -19.710900 16.735310 -12.529980 0.1557 -0.2490 -0.5866
H -18.559160 13.520830 -10.785010 0.8210 0.1169 -0.1430
H -16.559470 19.807160 -13.431100 -0.5916 0.2765 0.0435
```
Positions in Å, forces in eV/Å.

Calculated values
E_LUMO (spin up / spin down): -0.1151 / -0.3582 Eh
Maximum force: 6.49 eV Å⁻¹
E_HOMO (spin up / spin down): -0.4488 / -0.4488 Ha
DFT total energy: -190977.40540 eV
Multiplicity: 2
Total charge: +1
Expectation value of S²: 0.75